Entry 1:
Formula: C12H44N2O10
Source: the Open Molecules 2025 dataset
Level of theory: ωB97M-V with the def2-TZVPD basis set

Structure (XYZ):
```
68
Properties=species:S:1:pos:R:3:forces:R:3:lowdin_charge:R:1
C 8.166145 14.475315 12.112065 1.5 -1.8 0.3 -0.744
O 8.422415 13.450505 12.734085 0.5 0.3 0.0 0.023
N 9.052765 15.203015 11.400185 0.5 0.1 -0.1 0.171
N 6.954055 14.977235 12.103635 -4.0 0.9 0.3 0.152
H 8.614615 15.811575 10.723595 1.0 0.0 -0.2 0.102
H 9.950975 14.752985 11.296255 -0.1 0.4 -0.5 0.093
H 6.275995 14.409085 12.591005 0.1 0.1 0.0 0.115
H 6.545305 15.514595 11.352465 0.5 0.1 0.1 0.108
C 6.853695 11.658455 9.525185 -0.7 0.1 -0.8 -0.141
O 5.795475 10.885105 8.908875 0.7 0.3 0.7 -0.131
H 7.186645 12.335395 8.738425 0.3 -0.1 0.1 0.071
H 6.466515 12.277545 10.334455 0.0 -0.1 0.2 0.064
H 7.670455 11.036215 9.890995 0.0 0.0 -0.1 0.075
H 5.490475 10.307505 9.612405 -0.3 -0.2 -0.1 0.066
C 15.765775 13.833335 10.400425 0.2 1.1 -0.1 -0.155
O 15.396995 13.450755 11.731045 0.2 -0.4 -1.1 -0.108
H 16.471425 14.662125 10.457605 0.4 0.0 0.0 0.072
H 16.220455 13.083075 9.753535 0.0 -0.6 0.8 0.080
H 14.960175 14.237635 9.787515 -0.6 -0.1 0.3 0.055
H 14.857035 14.178105 12.048865 -0.1 0.0 -0.1 0.021
C 12.679395 14.707595 12.923055 -0.6 -1.5 -0.3 -0.133
O 13.098015 15.329285 11.727235 0.2 1.0 0.0 -0.143
H 12.501035 13.686715 12.585295 0.0 -0.3 0.6 0.073
H 13.461475 14.695925 13.682205 -0.1 0.1 0.2 0.095
H 11.723785 15.086185 13.285785 0.1 0.3 0.2 0.087
H 13.234735 16.245795 11.978065 0.2 0.3 -0.5 0.093
C 8.358355 10.288915 5.346455 -0.4 -0.7 0.1 -0.154
O 9.531745 9.477475 5.311235 0.0 0.3 -0.1 -0.127
H 8.568755 11.355305 5.264885 0.3 0.0 0.0 0.062
H 7.657555 10.006755 4.560735 0.1 0.1 -0.2 0.077
H 7.823995 10.093065 6.276085 0.1 0.2 0.2 0.072
H 9.471635 8.866245 4.573405 0.0 0.1 0.0 0.070
C 12.895675 17.461385 8.741215 -1.6 -1.0 1.6 -0.205
O 14.132905 17.958045 8.405175 0.7 0.4 -0.4 -0.082
H 12.660015 17.609745 9.795045 0.4 0.7 0.2 0.070
H 12.029555 17.884975 8.232775 0.1 0.0 -0.5 0.077
H 12.844795 16.372685 8.757035 0.0 -0.3 -0.8 0.067
H 14.300345 17.668075 7.505465 0.3 0.1 -0.1 0.085
C 10.900175 10.835005 12.504615 0.3 1.5 -0.3 -0.140
O 11.803035 10.779605 11.374605 -0.9 -1.6 1.1 -0.136
H 11.088405 11.808085 12.958235 -0.2 0.0 0.5 0.055
H 9.832245 10.843275 12.286515 -0.1 -0.1 -0.7 0.059
H 11.006765 10.080745 13.284245 0.8 -0.3 -0.5 0.074
H 11.755035 11.613595 10.901575 0.1 0.4 0.1 0.001
C 9.381675 15.004845 6.106715 1.0 0.6 -1.3 -0.161
O 9.505925 16.061305 7.046765 -0.6 -0.1 0.6 -0.130
H 10.322825 14.457315 6.157115 -0.3 -0.6 0.2 0.069
H 8.489335 14.379005 6.119295 0.0 0.0 1.0 0.075
H 9.369865 15.383845 5.084795 0.0 0.3 -0.2 0.076
H 9.478655 16.927855 6.634505 -0.1 -0.2 -0.2 0.072
C 10.873645 11.912775 8.373165 0.8 -0.4 -0.9 -0.059
C 11.565655 13.214445 8.721255 -0.7 0.3 0.5 -0.294
O 12.313315 13.074845 9.921915 0.1 -0.3 0.1 -0.094
H 11.641265 11.221405 8.025505 0.2 -0.3 0.3 0.077
H 10.273115 12.000145 7.467725 -0.4 0.3 0.2 0.063
H 10.322685 11.411235 9.168775 0.0 0.4 0.1 0.072
H 10.839305 14.000785 8.926655 -0.3 0.2 -0.4 0.098
H 12.236985 13.549705 7.930675 -0.1 -0.1 -0.3 0.113
H 12.504085 13.961975 10.235305 0.3 0.2 0.3 0.042
C 13.280855 7.715905 7.800775 0.7 -0.3 0.0 -0.119
C 11.826085 7.550935 7.860905 -0.8 -1.8 -0.4 -0.298
O 11.507105 6.175215 8.355975 -0.4 1.9 -0.6 -0.095
H 13.785925 6.886065 7.306435 0.0 0.0 -0.1 0.080
H 13.543945 7.725155 8.858505 1.0 0.5 -0.1 0.083
H 13.457675 8.629855 7.233735 0.6 0.2 0.5 0.081
H 11.399555 7.630055 6.860945 -0.4 -0.3 0.2 0.102
H 11.490405 8.406015 8.447645 -0.9 -0.5 0.4 0.103
H 12.071215 5.986015 9.109355 0.1 0.2 0.1 0.060
```
Positions in Å, forces in eV/Å.

Values from the calculation:
gap between HOMO and LUMO = 9.48 eV
E_LUMO = 0.00465 Ha
SMILES = NC(N)=O.CCO.CCO.CO.CO.CO.CO.CO.CO.CO

=====

Entry 2:
Formula: C12H45FeO11
Source: the Open Molecules 2025 dataset
Level of theory: ωB97M-V with the def2-TZVPD basis set

Structure (XYZ):
```
69
Properties=species:S:1:pos:R:3:forces:R:3:lowdin_charge:R:1
Fe 0.976397 -2.797854 -2.951963 -0.7 0.3 2.0 0.745
C 1.177710 0.325187 -0.879419 0.9 0.8 -1.0 -0.106
C 0.150006 -0.660463 -0.504953 -0.7 -1.5 -0.6 -0.404
O 0.307783 -1.963007 -1.070924 0.4 0.0 -0.4 -0.447
H 0.962591 1.274196 -0.388288 0.2 0.1 0.1 0.073
H 1.201682 0.494881 -1.955857 -0.2 0.1 -0.2 0.053
H 2.183165 -0.020069 -0.638648 0.0 0.0 0.4 0.068
H -0.841256 -0.305631 -0.787051 -0.3 0.5 0.0 0.073
H 0.151840 -0.642668 0.584905 -0.2 -0.7 0.4 0.085
C 5.046929 0.940818 0.906249 -1.0 0.4 1.0 -0.065
C 3.967062 2.020508 1.246262 0.0 -1.8 -0.7 -0.343
O 4.522695 3.273538 1.270566 0.7 2.0 -0.1 -0.064
H 4.625787 -0.048364 1.085828 0.0 -0.1 -0.2 0.048
H 5.865599 1.071975 1.613827 0.2 0.0 -0.2 0.072
H 5.413117 1.009899 -0.118072 0.0 0.1 0.0 0.061
H 3.489605 1.886100 2.216872 0.2 -0.5 0.1 0.111
H 3.158031 1.960772 0.518245 -0.2 -0.1 -0.1 0.083
H 4.401026 3.717269 0.428003 0.1 0.0 0.1 0.088
C 2.101812 -1.118590 2.738499 0.3 -0.3 0.8 -0.094
C 1.607734 -2.523528 2.387816 0.2 0.9 -1.3 -0.274
O 2.105693 -2.875882 1.087665 0.4 -0.3 0.6 -0.105
H 1.665554 -0.296914 2.170504 -0.1 -0.3 -0.3 0.055
H 3.184764 -1.088910 2.618308 0.0 0.1 0.0 0.060
H 1.894378 -0.891745 3.784253 0.0 0.0 0.2 0.066
H 0.518945 -2.505258 2.339899 -0.2 -0.4 0.4 0.099
H 1.977418 -3.283478 3.076234 -0.2 0.2 0.1 0.114
H 1.497362 -2.542411 0.424082 -0.5 0.1 -0.6 0.013
C -1.643037 -0.270471 3.896221 -0.1 1.0 -0.9 -0.077
C -2.310809 -1.341052 3.039337 0.3 2.8 0.4 -0.360
O -2.260078 -2.506708 3.738020 0.1 -2.7 -0.2 -0.042
H -1.733449 0.668852 3.350701 0.1 0.3 0.0 0.068
H -0.573629 -0.467890 3.970239 -0.1 -0.2 0.3 0.056
H -2.092436 -0.091563 4.873023 0.0 -0.3 0.1 0.074
H -1.744127 -1.304921 2.108926 0.3 -1.1 -0.1 0.090
H -3.292600 -1.014435 2.696554 -0.5 -0.2 0.3 0.100
H -2.670243 -2.446019 4.603864 -0.1 0.4 -0.2 0.094
C -4.710035 1.199530 0.961369 0.3 0.4 0.4 -0.075
C -3.982303 0.269306 0.019361 0.2 -0.9 -0.5 -0.336
O -4.477548 -1.056508 0.054638 -1.4 0.4 0.3 -0.090
H -4.830563 0.761357 1.952116 -0.1 -0.1 0.0 0.066
H -5.672548 1.573339 0.612180 -0.2 -0.6 -0.2 0.074
H -4.145080 2.123378 1.085653 0.3 0.0 0.0 0.065
H -2.925650 0.106203 0.231440 0.4 1.0 0.4 0.090
H -4.041269 0.657239 -0.997562 0.0 0.2 -0.2 0.088
H -3.771424 -1.650993 -0.209146 0.3 -0.4 0.0 0.011
C -1.185420 3.780289 -1.057316 0.7 0.1 -0.4 -0.084
C -1.877432 2.925222 -2.101709 -0.1 -0.6 1.6 -0.322
O -3.278242 3.127864 -1.959609 0.3 0.3 -0.8 -0.074
H -1.513222 3.546343 -0.044439 -0.3 0.0 -0.1 0.077
H -1.258113 4.854413 -1.227823 -0.3 0.0 -0.1 0.074
H -0.121976 3.544579 -1.097482 0.2 0.0 0.1 0.057
H -1.678127 1.893613 -1.811617 0.2 -0.4 0.0 0.083
H -1.459701 3.006043 -3.105246 -0.3 0.6 -0.2 0.109
H -3.690011 2.599817 -2.647526 -0.4 -0.1 0.0 0.081
O 2.956162 -2.113866 -2.425595 0.2 -0.4 -0.1 -0.125
H 3.313003 -1.270070 -2.702905 0.0 0.7 -0.3 0.006
H 3.657225 -2.513364 -1.910667 -0.1 -0.5 0.4 0.084
O 0.766476 -1.045267 -4.123506 -0.1 0.2 -0.1 -0.135
H 1.569604 -0.527006 -4.072287 0.6 0.5 0.2 0.004
H 0.320463 -0.720062 -4.905518 -0.5 -0.2 -0.2 0.082
O -2.448275 -2.892117 -0.390179 -0.6 -0.1 0.3 -0.037
H -1.539513 -2.649861 -0.212149 0.8 0.0 -0.2 0.012
H -2.462320 -3.101293 -1.324141 0.0 -0.1 -0.2 0.038
O -2.670614 -1.029140 -2.895954 -0.3 0.2 -0.2 -0.045
H -2.424754 -1.762559 -3.459757 0.1 -0.2 -0.2 0.026
H -1.913562 -0.901614 -2.324260 0.3 0.0 0.3 -0.011
O 3.266329 0.264763 -3.654353 -0.1 -0.1 -0.2 -0.028
H 3.796494 0.233459 -4.450711 0.3 -0.1 -0.4 0.084
H 3.438929 1.130799 -3.285026 -0.1 0.3 0.3 0.082
```
Positions in Å, forces in eV/Å.

Values from the calculation:
gap between HOMO and LUMO (alpha / beta) = 5.41 / 7.87 eV
⟨S²⟩ = 8.756
multiplicity = 6
E_LUMO (alpha / beta) = -0.03420 / -0.03766 Ha

=====

Going through the records in order, we get largest force on an atom values of 4.06, 2.83 eV Å⁻¹.
Going through the records in order, we get relative energy (zero: lowest compared OMol25 entry of this formula, charge and spin) values of 39.5, 0.0 kcal/mol.